# C24H35F4N3O3Sb2Zn

A molecular structure, C24H35F4N3O3Sb2Zn at a distorted geometry (the ωB97M-V functional and the def2-TZVPD basis, the OMol25 dataset).

Last column: Mulliken charge in e.
Element x y z (Å)
1 Zn 11.77 9.32 10.66  0.2002
2 C 12.80 13.42 9.24  -1.3349
3 C 12.66 11.90 9.41  -0.8559
4 N 12.06 11.46 10.67  0.9966
5 C 10.77 12.15 10.98  -0.7636
6 C 9.69 11.96 9.91  -0.9780
7 C 12.87 11.64 11.88  -1.0505
8 C 13.98 10.57 11.91  -0.6192
9 N 13.45 9.26 11.65  1.1765
10 C 13.98 8.19 12.21  -0.8765
11 C 15.01 7.43 11.60  0.3365
12 F 15.23 7.69 10.30  -0.3351
13 C 15.56 6.29 12.12  0.3881
14 F 16.34 5.43 11.38  -0.3183
15 C 15.25 5.85 13.39  -0.5687
16 C 14.29 6.58 14.10  0.2122
17 F 13.92 6.25 15.38  -0.3014
18 C 13.68 7.72 13.55  0.6178
19 F 12.83 8.53 14.24  -0.3349
20 H 13.37 13.62 8.32  0.4397
21 H 13.36 13.92 10.04  0.2738
22 H 11.79 13.88 8.99  0.2501
23 H 13.69 11.45 9.33  0.3702
24 H 12.03 11.43 8.63  0.3255
25 H 10.90 13.20 11.26  0.5161
26 H 10.48 11.71 11.94  0.4368
27 H 10.21 12.28 8.94  0.1653
28 H 8.81 12.60 10.06  0.3923
29 H 9.41 10.93 9.91  0.1204
30 H 12.24 11.48 12.71  0.7094
31 H 13.29 12.65 12.01  0.2556
32 H 14.46 10.65 12.90  0.4110
33 H 14.69 10.75 11.01  0.1930
34 H 15.64 4.95 13.87  0.4535
35 C 11.92 8.63 6.49  -1.3495
36 Sb 11.23 7.75 8.37  0.4479
37 C 12.68 6.12 8.23  -1.2440
38 C 9.31 6.54 7.95  -1.6259
39 C 8.17 7.41 7.67  0.6948
40 C 8.29 8.08 6.49  -0.3035
41 C 7.39 9.07 6.16  -0.8736
42 C 6.43 9.45 7.06  -0.8717
43 C 6.33 8.83 8.32  -0.4968
44 C 7.13 7.75 8.60  1.2075
45 C 6.85 7.05 9.89  -1.3510
46 Sb 6.44 8.15 11.75  0.6038
47 C 4.30 8.59 11.55  -1.3349
48 C 6.14 6.56 13.27  -1.2125
49 H 11.21 8.83 5.67  0.3761
50 H 12.58 7.80 6.12  0.4071
51 H 12.51 9.50 6.68  0.3713
52 H 12.13 5.24 8.47  0.4133
53 H 13.49 6.40 8.95  0.1713
54 H 13.03 6.10 7.19  0.4368
55 H 9.15 5.94 8.84  0.6406
56 H 9.56 5.86 7.08  0.4739
57 H 9.08 7.83 5.75  0.4291
58 H 7.38 9.39 5.13  0.4062
59 H 5.79 10.30 6.82  0.3919
60 H 5.56 9.20 9.01  0.2679
61 H 7.77 6.61 10.26  0.2560
62 H 5.99 6.36 9.83  0.3842
63 H 3.80 8.04 10.73  0.3511
64 H 4.25 9.66 11.29  0.3475
65 H 3.85 8.47 12.54  0.3904
66 H 7.03 6.51 13.93  0.2988
67 H 6.00 5.67 12.70  0.3850
68 H 5.23 6.80 13.92  0.3231
69 O 8.89 7.14 12.44  -0.6014
70 N 9.81 7.85 12.01  0.9538
71 O 10.92 7.29 11.54  -0.5808
72 O 9.72 9.11 11.80  -0.4875

- LUMO level (eV) = 0.06
- charge = 0
- HOMO level (eV) = -7.4421
- F_max (eV/A) = 4.87
- DFT total energy (Ha) = -3984.5308
- frontier orbital gap (eV) = 7.50



# C20H24N2O6S

A single C20H24N2O6S molecule (the ωB97M-V functional and the def2-TZVPD basis, the OMol25 dataset).

Last column: Mulliken charge in e.
Element x y z (Å)
1 C 8.99 0.09 -0.07  -1.2896
2 C 7.72 -0.52 0.50  -0.1345
3 C 7.11 -1.52 -0.48  -0.7713
4 H 7.81 -2.35 -0.65  0.3813
5 H 6.90 -1.05 -1.45  0.3344
6 O 5.95 -2.15 0.03  -0.4420
7 C 4.77 -1.47 0.06  0.7592
8 C 4.54 -0.21 -0.48  -0.3971
9 C 3.28 0.36 -0.40  -0.7936
10 C 2.23 -0.31 0.21  -0.1476
11 C 2.46 -1.57 0.75  -0.4387
12 C 3.71 -2.14 0.68  -0.7895
13 H 3.90 -3.12 1.09  0.4272
14 H 1.65 -2.10 1.23  0.4416
15 C 0.87 0.34 0.31  0.2172
16 N 0.53 0.95 -0.96  -0.2679
17 S -0.91 1.75 -1.21  1.2623
18 O -0.98 2.86 -0.30  -0.6261
19 O -0.91 2.04 -2.62  -0.7509
20 C -2.24 0.61 -0.87  0.0022
21 C -2.13 -0.72 -1.21  -0.5501
22 C -3.19 -1.57 -0.96  -0.9558
23 C -4.36 -1.09 -0.38  0.9435
24 C -4.47 0.26 -0.05  -0.6077
25 C -3.40 1.10 -0.30  -0.4484
26 H -3.45 2.15 -0.05  0.4696
27 H -5.37 0.63 0.40  0.5172
28 N -5.39 -2.01 -0.15  -0.1674
29 C -6.64 -1.79 0.38  0.8058
30 O -7.06 -0.72 0.74  -0.6003
31 C -7.45 -3.07 0.46  -1.3222
32 H -8.42 -2.84 0.88  0.3568
33 H -6.94 -3.79 1.10  0.3299
34 H -7.57 -3.50 -0.53  0.3331
35 H -5.18 -2.96 -0.41  0.1966
36 H -3.11 -2.62 -1.22  0.2944
37 H -1.23 -1.09 -1.67  0.3909
38 H 0.75 0.37 -1.76  0.3467
39 H 0.12 -0.41 0.61  0.3444
40 C 0.87 1.43 1.39  -0.6424
41 C -0.53 1.73 1.87  0.3183
42 O -1.45 0.95 1.79  -0.5374
43 O -0.61 2.89 2.49  -0.4756
44 H -1.53 3.09 2.74  0.4049
45 H 1.45 1.10 2.25  0.4313
46 H 1.31 2.35 1.01  0.3640
47 H 3.11 1.34 -0.83  0.4206
48 H 5.32 0.34 -0.97  0.3891
49 H 7.94 -1.04 1.43  0.2980
50 H 6.99 0.26 0.71  0.3511
51 H 8.79 0.63 -0.99  0.3398
52 H 9.42 0.79 0.64  0.3583
53 H 9.73 -0.68 -0.28  0.3263

- SMILES string = CCCOc1ccc([C@@H](CC(=O)O)NS(=O)(=O)c2ccc(NC(C)=O)cc2)cc1
- LUMO level (eV) = 0.50
- charge = 0
- HOMO level (eV) = -8.6389
- F_max (eV/A) = 0.84
- DFT total energy (Ha) = -1735.6948
- frontier orbital gap (eV) = 9.14



# C2HN2O3

A gas-phase ion, C2HN2O3 (charge -1) at a distorted geometry (the ωB97M-V functional and the def2-TZVPD basis, the OMol25 dataset).

Last column: Mulliken charge in e.
Element x y z (Å)
1 C -0.85 -0.16 0.00  0.2292
2 C 1.32 0.65 0.06  0.7168
3 N -1.97 -0.69 -0.08  -0.4739
4 N 0.71 -1.62 -0.03  -0.4918
5 O -0.09 0.93 0.01  -0.3107
6 O 2.14 1.56 -0.04  -0.6536
7 O 1.63 -0.59 0.01  -0.2162
8 H -2.90 -0.07 0.07  0.2002

- LUMO level (alpha / beta) (eV) = 4.10 / 4.10
- charge = -1
- HOMO level (alpha / beta) (eV) = -2.2988 / -2.2980
- F_max (eV/A) = 6.69
- DFT total energy (Ha) = -411.9063
- frontier orbital gap (alpha / beta) (eV) = 6.40 / 6.40



# C47H60F11NO36S2

12 unconnected molecules or ions with the total composition C47H60F11NO36S2 at a distorted geometry (the ωB97M-V functional and the def2-TZVPD basis, the OMol25 dataset).

Last column: Mulliken charge in e.
Element x y z (Å)
1 C -1.67 -0.06 3.25  -0.9723
2 C -0.29 0.47 3.64  -0.4221
3 O 0.34 1.00 2.46  0.0608
4 C 1.39 1.92 2.68  -1.1292
5 C 1.82 2.50 1.33  0.2425
6 C 0.73 2.52 0.32  0.1514
7 O -0.07 3.38 0.21  -0.6409
8 O 0.79 1.46 -0.50  -0.2827
9 C -0.43 1.08 -1.16  -1.1524
10 C -1.34 0.26 -0.24  1.3556
11 C -2.16 -0.80 -1.01  -1.0852
12 C -3.59 -0.95 -0.48  -0.8524
13 S -4.79 -0.06 -1.49  -0.3345
14 C -5.79 0.84 -0.32  0.0371
15 S -5.15 1.59 0.98  -0.1695
16 N -7.14 0.81 -0.70  0.3369
17 C -7.52 1.72 -1.79  -1.1169
18 C -7.13 3.19 -1.64  -0.1591
19 C -8.13 0.66 0.39  -0.7216
20 C -8.64 1.90 1.12  -0.9496
21 H -2.18 0.72 2.67  0.2036
22 H -1.58 -0.97 2.64  0.1684
23 H -2.28 -0.27 4.14  0.5235
24 H 0.34 -0.34 4.05  0.2025
25 H -0.38 1.27 4.39  0.3186
26 H 2.27 1.44 3.16  0.2271
27 H 1.08 2.75 3.35  0.6742
28 H 2.67 1.92 0.94  0.0264
29 H 2.17 3.53 1.50  0.4467
30 H -0.94 1.97 -1.56  0.2652
31 H -0.10 0.46 -2.02  0.4130
32 H -2.01 0.92 0.34  0.1443
33 H -0.68 -0.25 0.48  -0.4943
34 H -2.22 -0.52 -2.08  0.6737
35 H -1.66 -1.78 -0.98  0.2802
36 H -3.91 -2.01 -0.49  0.5140
37 H -3.68 -0.59 0.55  0.3587
38 H -8.61 1.64 -1.92  0.4421
39 H -7.08 1.34 -2.73  0.2922
40 H -6.06 3.33 -1.39  -0.0542
41 H -7.73 3.74 -0.91  0.1446
42 H -7.31 3.68 -2.61  0.4371
43 H -7.70 -0.05 1.12  0.3792
44 H -9.00 0.15 -0.07  0.3834
45 H -9.10 2.63 0.43  0.2437
46 H -7.85 2.39 1.71  0.2382
47 H -9.44 1.59 1.82  0.4298
48 C -6.11 -4.39 -2.41  -0.3008
49 C -6.10 -4.26 -3.92  0.2338
50 O -5.06 -3.32 -4.13  -0.2758
51 C -4.20 -3.40 -3.09  0.6286
52 O -3.11 -2.91 -3.05  -0.5065
53 O -4.75 -4.12 -2.08  -0.2863
54 F -7.26 -3.78 -4.42  -0.2876
55 H -6.76 -3.63 -1.97  0.2459
56 H -6.40 -5.38 -2.05  0.2503
57 H -5.85 -5.18 -4.46  0.2880
58 C 2.15 -1.00 0.64  0.9179
59 C 2.77 -1.56 1.91  0.6261
60 O 3.70 -2.50 1.41  -0.3543
61 C 4.07 -2.08 0.17  0.6252
62 O 5.01 -2.51 -0.43  -0.6195
63 O 3.23 -1.13 -0.28  -0.4133
64 F 1.87 -2.21 2.68  -0.2863
65 H 1.32 -1.62 0.32  0.0716
66 H 1.83 0.04 0.71  -0.7977
67 H 3.30 -0.83 2.52  0.1638
68 C -5.90 7.27 0.85  -0.3034
69 C -6.47 8.56 0.29  0.1992
70 O -6.77 8.20 -1.04  -0.3222
71 C -6.99 6.87 -1.09  0.7593
72 O -7.46 6.28 -2.01  -0.5319
73 O -6.58 6.29 0.07  -0.2302
74 F -5.58 9.57 0.30  -0.2642
75 H -4.83 7.21 0.66  0.1493
76 H -6.11 7.12 1.90  0.3462
77 H -7.39 8.91 0.78  0.2796
78 C -0.63 -4.45 6.72  -0.3832
79 C -0.06 -3.99 5.40  0.2622
80 O -1.11 -3.21 4.87  -0.2002
81 C -1.83 -2.71 5.91  0.6061
82 O -2.62 -1.83 5.83  -0.5088
83 O -1.51 -3.36 7.04  -0.3453
84 F 0.22 -5.01 4.56  -0.2463
85 H -1.21 -5.36 6.59  0.2653
86 H 0.10 -4.58 7.51  0.2875
87 H 0.84 -3.38 5.49  0.2188
88 C 5.19 3.43 2.44  0.2448
89 C 6.23 4.48 2.77  0.4042
90 O 5.44 5.57 3.19  -0.3476
91 C 4.27 5.09 3.68  0.6495
92 O 3.49 5.72 4.32  -0.5248
93 O 4.13 3.78 3.35  -0.2845
94 F 6.97 4.84 1.70  -0.2870
95 H 4.85 3.52 1.41  0.2157
96 H 5.49 2.40 2.61  -0.3313
97 H 6.91 4.21 3.58  0.3080
98 C 8.51 -1.28 3.05  -0.4307
99 C 8.89 0.19 3.00  0.2924
100 O 7.84 0.73 2.22  -0.3081
101 C 6.75 -0.07 2.35  0.6985
102 O 5.65 0.23 1.99  -0.5314
103 O 7.09 -1.23 2.94  -0.3017
104 F 10.07 0.41 2.39  -0.2814
105 H 8.92 -1.81 2.19  0.2962
106 H 8.79 -1.79 3.97  0.2644
107 H 8.89 0.69 3.97  0.2961
108 C 3.54 -4.46 -3.97  -0.3997
109 C 4.13 -5.02 -2.70  0.4749
110 O 5.00 -6.02 -3.19  -0.3262
111 C 5.38 -5.67 -4.45  0.6057
112 O 6.28 -6.18 -5.05  -0.5187
113 O 4.60 -4.68 -4.91  -0.3309
114 F 3.20 -5.60 -1.89  -0.2636
115 H 2.66 -5.03 -4.27  0.2864
116 H 3.29 -3.40 -3.92  0.2711
117 H 4.71 -4.30 -2.11  0.1919
118 C -2.63 5.89 -3.28  -0.1466
119 C -3.98 5.59 -2.65  0.0703
120 O -4.28 6.82 -2.01  -0.1299
121 C -3.65 7.83 -2.68  0.4897
122 O -3.89 8.98 -2.57  -0.4917
123 O -2.71 7.29 -3.51  -0.3663
124 F -3.91 4.61 -1.72  -0.3009
125 H -1.83 5.68 -2.56  0.1311
126 H -2.45 5.36 -4.21  0.3210
127 H -4.78 5.36 -3.35  0.3210
128 C 2.79 -8.66 2.43  -0.4650
129 C 1.78 -7.58 2.08  0.3227
130 O 1.11 -7.40 3.30  -0.2587
131 C 1.96 -7.73 4.31  0.6832
132 O 1.79 -7.47 5.46  -0.5071
133 O 3.02 -8.40 3.81  -0.3294
134 F 0.90 -7.99 1.14  -0.2857
135 H 2.35 -9.65 2.30  0.2828
136 H 3.73 -8.59 1.87  0.2868
137 H 2.22 -6.63 1.76  0.3077
138 C 0.71 7.62 -0.69  -0.2967
139 C -0.24 8.47 -1.51  0.4559
140 O 0.38 9.73 -1.49  -0.3495
141 C 1.72 9.54 -1.33  0.5870
142 O 2.55 10.37 -1.51  -0.5097
143 O 1.96 8.26 -0.95  -0.3123
144 F -1.47 8.56 -0.94  -0.2935
145 H 0.47 7.69 0.37  0.2453
146 H 0.75 6.58 -0.99  0.1592
147 H -0.37 8.15 -2.54  0.2969
148 C 7.78 -8.30 -6.67  -0.2640
149 C 7.07 -9.62 -6.90  0.3264
150 O 7.80 -10.18 -7.96  -0.3199
151 C 9.06 -9.68 -7.93  0.6200
152 O 9.99 -10.12 -8.54  -0.5093
153 O 9.11 -8.62 -7.09  -0.3190
154 F 5.78 -9.46 -7.27  -0.2814
155 H 7.37 -7.52 -7.31  0.2536
156 H 7.77 -7.96 -5.64  0.2081
157 H 7.09 -10.30 -6.05  0.2968

- SMILES string = CCOCCC(=O)OCCCCSC(=S)N(CC)CC.O=C1OC[C@@H](F)O1.O=C1OC[C@@H](F)O1.O=C1OC[C@@H](F)O1.O=C1OC[C@@H](F)O1.O=C1OC[C@@H](F)O1.O=C1OC[C@@H](F)O1.O=C1OC[C@@H](F)O1.O=C1OC[C@@H](F)O1.O=C1OC[C@@H](F)O1.O=C1OC[C@@H](F)O1.O=C1OC[C@@H](F)O1
- LUMO level (eV) = -0.12
- charge = 0
- HOMO level (eV) = -8.2802
- F_max (eV/A) = 2.61
- DFT total energy (Ha) = -6485.3730
- frontier orbital gap (eV) = 8.16